## w
Molecular formula: H14O7
Method: DFT, the ωB97M-V functional and the def2-TZVPD basis

ORCA input file:
```
! wB97M-V def2-TZVPD RIJCOSX def2/J DEFGRID3
* xyz 0 1
O -2.051 2.671 0.413
H -2.280 3.450 -0.106
H -1.418 2.986 1.071
O -3.195 0.236 1.265
H -3.359 -0.324 0.499
H -2.633 0.958 0.930
O 2.254 1.032 -0.914
H 2.991 1.368 -1.440
H 2.552 1.099 0.006
O 0.051 -2.534 -2.441
H 0.433 -2.166 -1.619
H 0.466 -2.031 -3.146
O -0.374 -0.107 -0.045
H -0.951 0.461 -0.570
H 0.508 0.284 -0.140
O 2.144 -1.879 -0.624
H 2.511 -0.977 -0.600
H 2.310 -2.246 0.252
O -0.061 -0.545 2.725
H -0.485 -0.488 1.843
H 0.590 -1.247 2.640
*
```

Computed properties:
HOMO: -10.464 eV
gap between HOMO and LUMO: 10.23 eV
structure (SMILES): O.O.O.O.O.O.O



## x
Molecular formula: H14O7
Method: DFT, the ωB97M-V functional and the def2-TZVPD basis

ORCA input file:
```
! wB97M-V def2-TZVPD RIJCOSX def2/J DEFGRID3
* xyz 0 1
H -3.549 -1.711 0.160
H -3.028 -0.194 0.002
H -1.129 1.763 -0.460
H -2.540 2.286 -0.690
H -1.399 -0.032 1.722
H -0.117 0.728 1.122
H 1.430 -1.245 0.069
H 1.898 -2.002 -1.111
H 3.842 0.945 0.719
H 3.076 -0.316 -0.013
H 0.554 0.695 -0.543
H 1.718 1.531 -0.075
H -1.147 -1.081 -0.992
H -0.372 -0.977 0.254
O -2.767 -1.164 -0.072
O -2.039 1.475 -0.539
O -0.464 -0.136 1.608
O 2.198 -1.828 -0.194
O 3.261 0.699 -0.058
O 0.748 1.592 -0.179
O -0.174 -1.027 -0.731
*
```

Computed properties:
HOMO: -10.918 eV
gap between HOMO and LUMO: 11.24 eV
structure (SMILES): O.O.O.O.O.O.O



Short version: x, w, most stable first.



## w
Molecular formula: H14O7
Method: DFT, the ωB97M-V functional and the def2-TZVPD basis

ORCA input file:
```
! wB97M-V def2-TZVPD RIJCOSX def2/J DEFGRID3
* xyz 0 1
O -0.419 -0.289 -1.093
H 0.273 0.369 -1.162
H -1.082 0.119 -0.536
O -3.342 4.849 1.163
H -2.389 4.827 1.256
H -3.602 3.928 1.139
O 5.144 -0.975 0.972
H 4.679 -1.198 0.166
H 4.814 -1.597 1.620
O -1.273 -4.606 -3.258
H -1.656 -5.342 -3.736
H -1.999 -3.993 -3.141
O -3.766 0.952 1.509
H -4.587 0.694 1.090
H -3.469 0.162 1.960
O 2.854 3.166 -0.592
H 2.585 4.021 -0.258
H 3.218 3.349 -1.458
O 1.492 -3.171 1.451
H 1.410 -2.573 2.194
H 1.115 -2.691 0.714
*
```

Computed properties:
HOMO: -11.346 eV
gap between HOMO and LUMO: 11.48 eV
structure (SMILES): O.O.O.O.O.O.O



## x
Molecular formula: H14O7
Method: DFT, the ωB97M-V functional and the def2-TZVPD basis

ORCA input file:
```
! wB97M-V def2-TZVPD RIJCOSX def2/J DEFGRID3
* xyz 0 1
O 0.501 -1.779 -2.003
H 0.814 -1.493 -1.159
H 0.744 -1.195 -2.677
O -2.603 -0.514 -1.265
H -2.241 -0.789 -0.410
H -3.018 -1.319 -1.591
O 0.997 2.289 2.431
H 0.538 1.839 1.723
H 1.903 2.282 2.199
O 1.895 1.007 -1.553
H 1.722 0.471 -0.745
H 2.819 1.343 -1.466
O -0.621 1.451 0.317
H -0.319 2.348 0.063
H -1.340 1.205 -0.250
O 1.252 -0.837 0.575
H 0.331 -0.821 0.763
H 1.574 -1.243 1.422
O -1.454 -1.358 0.928
H -1.427 -0.762 1.662
H -2.061 -2.122 1.038
*
```

Computed properties:
HOMO: -10.466 eV
gap between HOMO and LUMO: 10.42 eV
structure (SMILES): O.O.O.O.O.O.O



Short version: x, w, most stable first.



## w
Molecular formula: H14O7
Method: DFT, the ωB97M-V functional and the def2-TZVPD basis

ORCA input file:
```
! wB97M-V def2-TZVPD RIJCOSX def2/J DEFGRID3
* xyz 0 1
O 1.198 -0.113 2.838
H 0.391 0.147 3.133
H 1.934 0.445 3.084
O -1.235 1.991 -0.748
H -1.913 1.261 -0.794
H -0.744 1.833 -1.536
O -2.731 -0.102 0.360
H -2.440 -0.009 1.283
H -3.677 -0.126 0.409
O 0.466 0.285 0.171
H 0.848 0.342 1.084
H -0.146 0.938 0.251
O -0.586 -2.453 -0.466
H -0.872 -2.636 0.611
H -0.599 -1.476 -0.293
O 0.132 1.490 -3.043
H 0.533 2.109 -3.639
H 0.784 1.158 -2.575
O 3.017 -2.045 -0.188
H 2.124 -1.532 -0.320
H 3.516 -1.508 0.378
*
```

Computed properties:
HOMO: -10.464 eV
gap between HOMO and LUMO: 10.39 eV
structure (SMILES): O.O.O.O.O.O.O



## x
Molecular formula: H14O7
Method: DFT, the ωB97M-V functional and the def2-TZVPD basis

ORCA input file:
```
! wB97M-V def2-TZVPD RIJCOSX def2/J DEFGRID3
* xyz 0 1
O -18.905 8.218 7.335
H -18.380 7.818 8.042
H -19.522 8.806 7.785
O -15.270 7.663 6.691
H -16.047 8.101 6.323
H -14.659 8.376 6.922
O -18.435 6.455 5.155
H -18.973 5.720 5.468
H -18.618 7.183 5.775
O -15.939 5.922 3.872
H -15.623 6.816 3.700
H -16.873 6.033 4.132
O -12.190 7.309 6.364
H -12.798 6.601 6.080
H -11.876 7.028 7.230
O -11.972 9.224 4.200
H -11.088 8.846 4.246
H -12.420 8.859 4.974
O -14.220 5.110 6.043
H -14.552 6.005 6.268
H -14.609 4.933 5.173
*
```

Computed properties:
HOMO: -10.778 eV
gap between HOMO and LUMO: 10.77 eV
structure (SMILES): O.O.O.O.O.O.O



## y
Molecular formula: H14O7
Method: DFT, the ωB97M-V functional and the def2-TZVPD basis

ORCA input file:
```
! wB97M-V def2-TZVPD RIJCOSX def2/J DEFGRID3
* xyz 0 1
H -0.122 0.633 -0.395
H -0.840 1.822 0.222
H -0.707 -1.476 -2.258
H -0.581 -1.880 -0.798
H -1.729 -0.237 3.615
H -1.024 0.685 4.597
H 3.410 -1.236 2.778
H 4.081 0.028 2.267
H 0.154 5.515 1.089
H 1.507 6.207 1.073
H 0.803 -2.193 -2.563
H 0.750 -3.361 -3.534
H -1.934 -2.591 -3.644
H -3.029 -1.808 -2.938
O -1.001 1.002 -0.259
O -0.380 -1.161 -1.408
O -1.236 -0.243 4.443
O 3.214 -0.354 2.444
O 0.706 6.117 1.601
O 0.810 -3.156 -2.594
O -2.852 -2.316 -3.738
*
```

Computed properties:
HOMO: -11.354 eV
gap between HOMO and LUMO: 11.55 eV
structure (SMILES): O.O.O.O.O.O.O



Short version: x, y, w, most stable first.



## w
Molecular formula: C9H12N4
Method: DFT, the ωB97M-V functional and the def2-TZVPD basis

ORCA input file:
```
! wB97M-V def2-TZVPD RIJCOSX def2/J DEFGRID3
* xyz 2 1
C 3.034 -1.270 3.048
C 1.553 -1.768 3.418
C 2.828 -0.300 2.308
C 0.074 -1.663 1.528
C -0.698 2.371 -0.793
C -0.207 1.669 0.228
C -0.745 -0.387 -0.965
C -1.105 1.743 -2.092
C -1.770 -0.145 -3.295
N 0.584 -2.000 2.689
N 0.331 -0.455 1.158
N -1.169 0.284 -2.003
N -0.267 0.270 0.142
H 3.800 -1.817 3.407
H 1.440 -1.879 4.407
H 2.403 0.575 1.848
H -0.615 -2.337 1.163
H -0.725 3.370 -0.766
H 0.130 1.969 1.227
H -0.686 -1.395 -0.819
H -2.213 1.992 -2.460
H -0.364 2.136 -2.712
H -0.968 -0.219 -4.023
H -1.958 -1.187 -3.219
H -2.686 0.442 -3.422
*
```

Computed properties:
HOMO (spin up / spin down): -15.950 / -15.949 eV
gap between HOMO and LUMO (spin up / spin down): 6.43 / 6.43 eV



## x
Molecular formula: C9H12N4
Method: DFT, the ωB97M-V functional and the def2-TZVPD basis

ORCA input file:
```
! wB97M-V def2-TZVPD RIJCOSX def2/J DEFGRID3
* xyz 2 1
C -3.053 0.341 1.407
C -4.004 0.412 2.918
C 2.734 1.241 -0.856
C 1.835 2.035 -1.462
C -4.141 -0.428 1.906
C 0.002 1.093 -0.198
C 0.963 0.590 0.739
C 2.285 0.146 0.110
C 2.213 -1.137 -0.645
N -2.072 0.525 0.685
N -1.324 1.214 -0.081
N 0.472 1.789 -1.266
N -4.904 -1.348 1.219
H 3.835 1.530 -1.027
H 2.167 2.489 -2.471
H 1.044 1.407 1.565
H 0.605 -0.307 1.207
H 3.068 0.290 0.832
H 1.528 -1.715 -0.160
H 3.042 -1.863 -0.418
H 1.872 -1.011 -1.668
H -0.187 2.013 -2.006
H -4.481 -2.267 1.260
H -5.038 -1.135 0.236
H -5.891 -1.458 1.309
*
```

Computed properties:
HOMO (spin up / spin down): -16.015 / -15.723 eV
gap between HOMO and LUMO (spin up / spin down): 6.37 / 5.93 eV
structure (SMILES): C[C@H]1C=C[NH+]=C(/N=N/C2=C=C2[NH3+])C1



Short version: w, x, most stable first.



## w
Molecular formula: C4H7NO3
Method: DFT, the ωB97M-V functional and the def2-TZVPD basis

ORCA input file:
```
! wB97M-V def2-TZVPD RIJCOSX def2/J DEFGRID3
* xyz 0 1
O -0.615 -2.719 -0.229
C -0.909 -1.940 0.643
C -0.246 -0.545 0.889
C -0.552 0.215 -0.432
C 0.193 1.423 -0.680
O -0.344 2.577 -0.064
O 1.136 1.434 -1.407
N 1.230 -0.717 1.235
H -1.627 -2.191 1.459
H -0.769 -0.002 1.687
H -1.698 0.388 -0.747
H -0.397 -0.591 -1.267
H 0.223 3.393 -0.356
H 1.650 -1.401 0.540
H 1.677 0.156 1.115
*
```

Computed properties:
HOMO: -9.992 eV
gap between HOMO and LUMO: 10.54 eV
structure (SMILES): N[C@H](C=O)CC(=O)O



## x
Molecular formula: C4H7NO3
Method: DFT, the ωB97M-V functional and the def2-TZVPD basis

ORCA input file:
```
! wB97M-V def2-TZVPD RIJCOSX def2/J DEFGRID3
* xyz 0 1
C -0.026 0.849 -1.150
C -0.381 -0.592 -0.853
C 0.165 -1.160 0.400
C 1.056 -0.443 1.287
H -1.878 1.272 -1.406
H 0.896 0.874 -1.644
H 0.086 1.402 -0.206
H -0.443 -1.328 -1.659
H -1.520 -0.067 0.681
H 0.429 -2.200 0.309
H 1.228 0.836 2.499
N -1.307 -0.922 0.220
O -1.031 1.483 -1.893
O 0.479 0.663 1.888
O 2.247 -0.667 1.527
*
```

Computed properties:
HOMO: -10.501 eV
gap between HOMO and LUMO: 11.18 eV
structure (SMILES): O=C(O)[C@H]1N[C@H]1CO



Short version: w, x, most stable first.



## w
Molecular formula: C4H7NO3
Method: DFT, the ωB97M-V functional and the def2-TZVPD basis

ORCA input file:
```
! wB97M-V def2-TZVPD RIJCOSX def2/J DEFGRID3
* xyz 0 1
C 0.809 -2.607 0.622
N 1.422 -1.796 1.454
C 0.828 1.151 1.063
C 0.264 1.929 -0.032
C -0.899 1.499 -0.803
O -1.150 0.181 -0.978
O -1.481 2.280 -1.522
O -0.117 -2.226 -0.132
H 0.997 -3.689 0.651
H 2.273 -2.151 1.880
H 1.323 0.266 0.597
H -0.026 0.914 1.714
H 1.504 1.774 1.645
H 0.211 3.011 -0.075
H -0.403 -0.352 -0.624
*
```

Computed properties:
HOMO: -8.332 eV
gap between HOMO and LUMO: 3.99 eV



## x
Molecular formula: C4H7NO3
Method: DFT, the ωB97M-V functional and the def2-TZVPD basis

ORCA input file:
```
! wB97M-V def2-TZVPD RIJCOSX def2/J DEFGRID3
* xyz 0 1
C 1.986 1.032 0.749
N 1.249 0.204 -0.176
C 0.067 0.687 -0.675
O -0.286 1.799 -0.980
H 2.729 0.411 1.256
H 1.315 1.501 1.476
H 2.501 1.816 0.184
C -1.983 -0.628 0.238
C -0.635 -0.696 -0.444
O -0.666 -1.583 -1.563
O 0.437 -0.942 0.453
H 0.273 -1.763 -1.739
H -1.950 0.025 1.114
H -2.299 -1.626 0.558
H -2.738 -0.237 -0.450
*
```

Computed properties:
HOMO: -9.884 eV
gap between HOMO and LUMO: 10.69 eV
structure (SMILES): CN1O[C@](C)(O)C1=O



## y
Molecular formula: C4H7NO3
Method: DFT, the ωB97M-V functional and the def2-TZVPD basis

ORCA input file:
```
! wB97M-V def2-TZVPD RIJCOSX def2/J DEFGRID3
* xyz 0 1
C -1.408 -0.307 0.229
C -0.209 -0.288 1.104
C -0.361 -0.910 -0.850
C 0.653 -0.728 0.177
N 2.064 -1.067 0.072
O 2.835 -0.743 0.992
O 2.382 -1.516 -1.019
O 1.489 2.140 0.100
H -2.281 -0.782 0.495
H -1.589 0.629 -0.160
H 2.116 1.400 0.172
H -0.156 -0.231 2.126
H -0.510 -1.860 -1.208
H -0.247 -0.210 -1.690
H 1.104 2.506 0.891
*
```

Computed properties:
HOMO: -10.177 eV
gap between HOMO and LUMO: 9.40 eV
structure (SMILES): O=[N+]([O-])C1=CCC1.O



## z
Molecular formula: C4H7NO3
Method: DFT, the ωB97M-V functional and the def2-TZVPD basis

ORCA input file:
```
! wB97M-V def2-TZVPD RIJCOSX def2/J DEFGRID3
* xyz 0 1
C 2.062 0.173 -0.587
C -0.486 -0.603 -0.632
C -0.969 -0.182 0.530
N -2.189 -0.386 1.113
C -0.142 1.078 0.915
O 0.705 0.461 -0.897
O -0.599 -1.755 -1.295
O -0.648 2.199 0.899
H -0.240 -1.594 -2.186
H -2.612 0.488 1.417
H -2.786 -1.015 0.586
H 0.607 0.783 1.677
H 2.190 -0.760 -0.024
H 2.475 0.997 0.003
H 2.631 0.117 -1.518
*
```

Computed properties:
HOMO: -8.220 eV
gap between HOMO and LUMO: 8.73 eV
structure (SMILES): CO/C(O)=C(/N)C=O



Short version: x, z, w, y, most stable first.